{"formula": "C4H5NOS", "method": "wB97M-V/def2-TZVPD", "symbols": ["C", "C", "C", "C", "N", "O", "S", "H", "H", "H", "H", "H"], "coordinates": [[1.068339, -0.966175, 2.086679], [-0.025482, -0.092142, 2.272492], [-0.271869, -0.068992, -0.396279], [-0.462472, 0.429980, -1.801789], [1.635662, -1.192974, 0.914223], [2.047537, -2.298240, 0.510269], [-0.822403, 0.692950, 0.870427], [1.277367, -1.653346, 2.946043], [-0.419320, 0.259897, 3.214595], [-0.084676, -0.188036, -2.566758], [-1.467660, 0.726749, -1.872669], [0.029670, 1.316863, -1.889056]], "forces_ev_per_angstrom": [[-3.9, 0.4, 3.0], [1.6, -1.0, -1.7], [1.2, -1.6, -1.5], [-0.2, -1.3, 2.4], [1.7, -1.0, -3.4], [-0.9, 1.6, 1.3], [0.1, 0.7, 2.0], [0.4, 0.9, -0.6], [0.2, -0.3, 0.2], [0.0, -1.1, -0.7], [-1.7, 0.0, -0.7], [1.7, 2.8, -0.2]], "mol_weight_g_mol": 115.16, "total_energy_ha": -683.35423, "e_homo_ev": [-7.876, -7.880], "de_lowest_kcal_mol": 159.2}